C11H19FN3O4 | the ωB97M-V functional and the def2-TZVPD basis

```
38
Properties=species:S:1:pos:R:3:forces:R:3:nbo_charge:R:1
C -3.10888 -0.11576 -2.92219 0.39 -0.13 0.45 -0.639
C -2.92153 -0.57678 -1.47575 -0.46 0.22 -0.19 -0.065
O -2.26853 0.44522 -0.71511 0.29 0.02 -0.27 -0.514
C -1.13502 0.07016 0.00949 -0.13 0.01 0.25 -0.123
C 0.06349 -0.27551 -0.81798 0.37 0.17 -0.07 0.429
N 0.27136 -1.37117 -1.55964 -0.13 0.00 0.03 -0.459
C 1.50293 -1.32799 -2.14540 0.74 0.81 0.05 -0.033
C 2.07645 -0.15822 -1.74841 -0.45 -0.84 -0.15 -0.059
N 1.17176 0.47161 -0.92548 -0.05 -0.04 -0.04 -0.281
C 1.47381 1.77356 -0.32139 -0.20 0.35 0.13 -0.233
C 1.57181 2.88422 -1.35325 -0.31 0.18 -0.28 -0.232
N 0.26979 3.55478 -1.46688 0.13 -0.38 -0.05 -0.817
H -2.89099 0.94487 -2.96586 -0.09 0.21 -0.06 0.230
H -2.41385 -0.62561 -3.58240 -0.03 -0.04 -0.24 0.204
H -4.12763 -0.27653 -3.24789 -0.11 -0.09 -0.20 0.232
H -3.89293 -0.75661 -1.02379 -0.08 0.02 0.21 0.199
H -2.38462 -1.51936 -1.42037 0.17 -0.16 0.09 0.145
H -1.30674 -0.74032 0.71647 -0.14 -0.21 -0.09 0.233
H -0.85745 0.93758 0.59499 -0.06 0.09 0.19 0.220
H -0.36659 -2.14153 -1.65946 -0.18 -0.04 0.18 0.453
H 1.91125 -2.08240 -2.78650 -0.16 -0.25 -0.05 0.256
H 3.04298 0.24305 -1.97202 0.13 0.15 0.00 0.255
H 0.68026 2.05863 0.35855 -0.11 -0.13 0.14 0.238
H 2.36942 1.68331 0.28061 0.26 -0.22 -0.09 0.236
H 1.90404 2.49803 -2.31975 0.24 -0.21 0.01 0.179
H 2.32358 3.59141 -1.02007 0.02 0.22 0.07 0.215
H 0.24135 4.10338 -2.31722 0.02 0.23 0.05 0.373
H -0.44739 2.84552 -1.59387 -0.13 0.06 0.01 0.347
C 1.08047 -2.12483 4.71339 0.00 -0.11 0.14 -0.133
C 0.70701 -0.71913 4.29613 0.16 0.06 -0.03 0.445
O 0.58117 -0.84920 2.88095 -0.27 -0.03 0.08 -0.513
C 0.26035 -2.14588 2.61456 0.17 -0.05 0.15 0.982
O -0.13358 -2.52635 1.55934 0.02 -0.01 -0.24 -0.601
O 0.44231 -2.91450 3.69571 0.04 0.09 0.04 -0.463
F 1.67579 0.17971 4.57025 0.00 -0.05 -0.10 -0.314
H 2.15860 -2.27895 4.66735 0.02 0.10 -0.03 0.214
H 0.71384 -2.39869 5.69778 -0.14 -0.11 -0.10 0.226
H -0.23808 -0.35971 4.70508 0.04 0.09 0.02 0.164
```
Positions in Å, forces in eV/Å.

The charge is +1. The molecular weight is 276.3 g mol⁻¹. As for the energy: -27086.8593 eV.